The following is a DFT calculation (the ωB97M-V functional and the def2-TZVPD basis) of a gas-phase ion, C4H8O4P2 (charge -2) at a distorted geometry.

Geometry as XYZ:
```
18
Properties=species:S:1:pos:R:3:forces:R:3
C 1.6970 0.3418 -0.8105 -4.09 0.91 -2.49
C 1.1833 -2.0458 -0.0074 -1.90 -1.33 3.27
C 0.6889 -0.5950 -0.0971 -1.29 1.07 0.83
C 0.0858 -0.0228 1.2503 -0.03 -1.23 -2.33
O -1.3386 2.6871 -0.5318 -0.12 -0.34 -0.42
O -3.7596 2.0395 -0.0505 -0.61 0.07 -0.02
O -1.8510 1.0435 2.5997 -1.54 1.35 4.01
O -2.3738 0.5362 -1.6407 0.10 1.02 0.41
P -1.5351 0.4659 1.3161 2.47 -0.86 -2.73
P -2.4379 1.6600 -0.6142 0.35 -0.80 -0.75
H 2.6385 0.2871 -0.4180 2.68 0.02 0.94
H 1.6573 0.1407 -1.9356 0.59 -0.33 1.24
H 1.2686 1.3891 -0.8460 0.59 -0.98 0.71
H 1.6940 -2.1729 1.0996 -0.60 0.02 -2.93
H 0.2106 -2.7402 0.0978 2.07 1.38 -0.24
H 1.7412 -2.4225 -0.8700 0.36 0.15 0.29
H -0.2392 -0.5661 -0.6832 0.39 -0.19 -0.55
H 0.6699 -0.0255 2.1414 0.59 0.07 0.74
```
Positions in Å, forces in eV/Å.

Output
HOMO-LUMO gap   6.1 eV
LUMO energy   6.0 eV
Relative energy (zero: lowest compared OMol25 entry of this formula, charge and spin)   1.485 eV
Net charge   -2

Atom charges from the natural (NBO) analysis, given in e for atoms 1 to 8: -0.62 -0.61 -0.29 -0.89 -1.18 -1.18 -1.16 -1.20